*i*
16
Properties=species:S:1:pos:R:3:nbo_charge:R:1 method="wB97M-V/def2-TZVPD" spin_multiplicity=1 lumo_energy_ha="-0.191 / -0.191" homo_lumo_gap_ev="8.76 / 8.78" total_charge=+1
N -0.80936 0.55676 0.18359 -0.192
N -0.19741 -0.95506 1.88917 -0.816
N -1.92892 0.25258 -0.67942 -0.561
N 0.24884 1.19092 -1.47531 -0.186
C 1.54419 0.05320 0.21890 -0.477
C 1.33545 0.79379 -1.08867 0.068
C 0.10937 -0.49717 0.55010 0.063
H 0.54968 -1.64155 2.06260 0.391
H 1.75815 0.93031 0.82141 0.270
H -2.69093 -0.18073 -0.08139 0.453
H -2.13624 1.11734 -1.17778 0.461
H -0.22126 -0.03531 2.40184 0.385
H -0.25677 -1.40244 -0.16472 0.164
H 2.28652 -0.71523 -0.06507 0.270
H -1.83610 -0.34682 -1.55811 0.421
H 2.24481 0.87940 -1.83714 0.286


*ii*
16
Properties=species:S:1:pos:R:3:nbo_charge:R:1 method="wB97M-V/def2-TZVPD" smiles="C[C@@H]1NN=[N+](C)N1" spin_multiplicity=1 lumo_energy_ha=-0.164 homo_lumo_gap_ev=9.84 total_charge=+1
N -0.81102 -0.22060 -0.64066 -0.417
N 0.26108 0.06978 1.34770 -0.325
N 0.81009 -0.81133 -0.53217 0.031
N 1.16558 -0.50948 0.61826 0.171
C 1.35889 -1.66895 -1.51356 -0.450
C -0.88961 0.41871 0.63756 0.035
C -0.89444 1.93034 0.62314 -0.625
H -1.34583 -1.03099 -0.85095 0.392
H 2.18214 -1.27772 -2.24014 0.279
H -1.83852 2.33156 0.34022 0.247
H -0.05847 2.22368 0.06362 0.222
H -1.89865 0.12294 1.19263 0.235
H 0.46634 0.52197 2.29032 0.466
H 1.84013 -2.51807 -0.90872 0.263
H 0.42464 -1.96715 -2.00576 0.248
H -0.77232 2.38529 1.57850 0.228


*iii*
16
Properties=species:S:1:pos:R:3:nbo_charge:R:1 method="wB97M-V/def2-TZVPD" smiles="C=CC(=[NH2+])NNN" spin_multiplicity=1 lumo_energy_ha=-0.156 homo_lumo_gap_ev=9.61 total_charge=+1
N -1.37453 0.76333 1.84413 -0.676
N -0.48129 0.68830 -0.15045 -0.361
N 1.46267 1.33774 -0.98183 -0.705
N -1.22101 -0.04613 0.69498 -0.298
C 1.07974 -1.05830 -0.82002 -0.307
C 0.65203 0.34710 -0.71190 0.516
C 0.29561 -2.11500 -0.48936 -0.206
H -2.26940 1.23668 1.92169 0.373
H -2.04004 -0.42377 0.20911 0.370
H -0.50456 1.68761 0.04139 0.384
H 0.67705 -3.10831 -0.66730 0.231
H -0.74783 -2.08374 -0.41328 0.205
H 1.03554 2.32433 -0.93471 0.413
H 2.36331 1.30470 -1.24920 0.425
H 2.21269 -1.12965 -0.97424 0.246
H -1.13996 0.27513 2.68099 0.388


We find *iii* to be the most stable, with the next structure 36.1 kcal/mol higher.


*i*
16
Properties=species:S:1:pos:R:3:nbo_charge:R:1 method="wB97M-V/def2-TZVPD" spin_multiplicity=1 lumo_energy_ha="-0.223 / -0.162" homo_lumo_gap_ev="6.79 / 9.09" total_charge=+1
N 0.46515 -0.33120 -1.70441 -0.565
N -1.34377 -0.61525 -0.40800 -0.270
N 0.05019 -0.40022 -0.44235 0.184
N 0.79438 -0.64150 0.62932 -0.251
C -1.75204 -1.43046 0.50475 -0.023
C -0.49718 1.79138 0.26144 -0.371
C 1.90576 -0.05752 0.85068 0.007
H 0.27150 2.31340 -0.25800 0.194
H -1.51651 1.38389 -0.00381 0.224
H -0.24150 1.52758 1.19070 0.153
H -2.88411 -1.32266 0.51391 0.236
H 2.40310 -0.30666 1.68222 0.210
H -1.20947 -1.78694 1.34449 0.224
H 1.43383 -0.30805 -1.93791 0.422
H -0.29231 -0.42794 -2.40563 0.446
H 2.41297 0.61214 0.18261 0.179


*ii*
16
Properties=species:S:1:pos:R:3:nbo_charge:R:1 method="wB97M-V/def2-TZVPD" spin_multiplicity=1 lumo_energy_ha=-0.184 homo_lumo_gap_ev=7.54 total_charge=+1
N -1.53095 -1.59577 0.15660 -0.828
N 0.66512 -1.08430 -0.13697 -0.093
N 1.84276 -0.60305 -0.03850 -0.250
N -2.32313 0.98654 0.04823 -0.668
C -0.56101 -0.60957 -0.05856 0.141
C -1.05490 0.71128 -0.15227 0.168
C 2.35799 0.73652 0.13137 -0.459
H -1.11928 -2.51116 0.28669 0.412
H 3.31169 0.68245 0.65225 0.248
H -2.70023 1.91281 -0.08542 0.434
H 1.65606 1.33450 0.71739 0.214
H 2.55071 -1.33017 -0.10659 0.406
H -2.27751 -1.63372 -0.52924 0.380
H 2.51523 1.22243 -0.83777 0.230
H -0.40535 1.51825 -0.46826 0.228
H -2.92720 0.26298 0.42105 0.436


We find *ii* to be the most stable, with the next structure 149.1 kcal/mol higher.


*i*
16
Properties=species:S:1:pos:R:3:nbo_charge:R:1 method="wB97M-V/def2-TZVPD" spin_multiplicity=1 lumo_energy_ha=-0.112 homo_lumo_gap_ev=10.01 total_charge=+1
N -0.43316 1.15755 -0.02597 -0.220
N -0.16080 2.45163 -0.19033 -0.603
N 1.88888 -0.68008 -0.14750 -0.465
N -0.49109 -1.16091 -0.32121 -0.551
C 2.85950 -0.30165 0.32351 0.234
C -1.53595 -1.08598 0.68720 -0.443
C -0.12728 0.21908 -0.82667 0.127
H 3.72545 -0.16622 0.98858 0.276
H -2.28339 -1.89480 0.63351 0.241
H -0.59871 -1.85845 -1.13112 0.446
H -0.54571 3.06898 0.56761 0.415
H -1.13740 -1.25722 1.74586 0.236
H 0.12469 2.81697 -1.10902 0.386
H 0.29411 0.17969 -1.85591 0.213
H -1.97666 -0.14392 0.58950 0.249
H 0.39750 -1.34467 0.07195 0.459


*ii*
16
Properties=species:S:1:pos:R:3:nbo_charge:R:1 method="wB97M-V/def2-TZVPD" spin_multiplicity=1 lumo_energy_ha=-0.145 homo_lumo_gap_ev=10.26 total_charge=+1
N 0.92508 -0.33996 -1.49375 -0.628
N 2.01165 0.38963 0.96053 -0.575
N -1.64013 0.17221 -1.82832 -0.715
N 0.11042 -0.10047 -0.40804 -0.203
C -0.04589 0.00004 2.19996 -0.709
C -1.19049 0.17270 -0.62778 0.354
C 0.79713 0.06651 0.96107 0.453
H -0.94126 0.40681 -2.43237 0.405
H -2.57837 0.60539 -2.06843 0.452
H -0.08801 -1.07007 2.47034 0.270
H 0.53923 0.28967 3.11128 0.298
H -1.03437 0.52444 2.05080 0.230
H 0.42566 -0.92431 -2.13562 0.383
H 2.62738 0.28302 0.17140 0.369
H -1.70405 0.21622 0.24117 0.224
H 1.78602 -0.69184 -1.17224 0.393


We find *ii* to be the most stable, with the next structure 24.3 kcal/mol higher.


*i*
43
Properties=species:S:1:pos:R:3:nbo_charge:R:1 method="wB97M-V/def2-TZVPD" spin_multiplicity=2 lumo_energy_ha="-0.234 / -0.426" homo_lumo_gap_ev="10.14 / 4.93" total_charge=+2
O 2.60699 1.09049 -1.28199 -0.890
O 3.68009 0.68626 1.54602 -0.956
O 1.41833 2.40728 1.37333 -0.989
O 2.16831 -1.09048 2.34161 -1.026
O -1.69492 2.32720 1.01812 -0.992
O 0.01574 2.56204 -0.83467 -0.978
N 0.40224 -0.07958 -2.78396 -0.305
N -0.51644 -0.71535 1.71885 -0.524
C -1.40147 -2.15636 -0.15260 -0.436
C -2.04287 -0.42855 -3.09989 -0.577
C -0.63635 -1.86192 -1.50571 -0.423
C -1.67533 -0.97461 0.75649 -0.231
C -0.80865 -0.43042 -2.11751 -0.127
C -0.57649 -1.37016 3.09380 -0.416
H -2.25199 -1.36830 -3.59801 0.262
H 2.72182 -0.27310 2.49548 0.528
H 2.73109 -1.72206 1.89797 0.485
H 1.34035 2.82658 2.24792 0.492
H 0.87666 3.00463 -0.84526 0.525
H -2.48755 -1.24227 1.42939 0.249
H 0.98555 -0.87703 -3.02714 0.427
H -1.02669 -2.53450 -2.26613 0.244
H -0.34951 0.28645 1.80041 0.447
H -1.05222 0.24691 -1.30047 0.271
H -0.77516 -2.41529 2.88420 0.218
H 0.48271 2.58189 1.15457 0.494
H -2.89154 -0.03681 -2.55067 0.261
H 0.50209 0.76386 -3.35064 0.432
H -1.59832 2.57099 0.08352 0.494
H -1.75069 0.24407 -3.91140 0.230
H 2.39691 0.26366 -1.70583 0.445
H 3.73258 0.45692 0.61369 0.496
H 0.35804 -1.12600 1.36907 0.454
H -2.32601 2.96982 1.37336 0.504
H 3.43661 1.60504 1.65287 0.500
H 0.40762 -2.15954 -1.38100 0.216
H -0.22082 2.34908 -1.74369 0.471
H -1.27036 -0.88790 3.74858 0.235
H -1.82352 0.01097 0.33078 0.226
H 1.81063 1.20835 -0.73836 0.476
H -2.33283 -2.47508 -0.57570 0.251
H -0.99881 -3.00952 0.38547 0.254
H 0.43419 -1.22767 3.45513 0.277


*ii*
43
Properties=species:S:1:pos:R:3:nbo_charge:R:1 method="wB97M-V/def2-TZVPD" spin_multiplicity=2 lumo_energy_ha="-0.216 / -0.427" homo_lumo_gap_ev="11.25 / 5.49" total_charge=+2
O 0.34483 -2.35721 1.54551 -0.950
O -2.78967 0.27516 -2.74413 -0.977
O -2.25613 2.65068 -1.61590 -0.990
O -0.07357 3.06944 0.17480 -0.962
O -2.41309 -0.71085 2.48706 -1.018
O -1.95094 -0.76090 -0.48555 -0.941
N 1.03801 0.33015 0.19642 -0.260
N 0.58001 -1.84177 -1.20753 -0.570
C 0.41796 0.93299 2.45213 -0.677
C 0.13318 -3.06692 -2.20281 -0.376
C 1.42681 -0.83092 -1.94555 -0.214
C 2.60636 1.67328 1.56609 -0.636
C 2.08937 0.13169 -0.81382 -0.318
C 1.59353 0.51768 1.55733 -0.116
H -0.64356 -2.66288 -2.89953 0.254
H -2.54606 -0.56547 0.26494 0.542
H -2.51996 1.75172 -1.81666 0.504
H 2.16431 -1.31303 -2.46550 0.240
H 2.58152 1.12177 -1.18944 0.317
H 1.12494 -3.34360 -2.68263 0.235
H 2.98413 -0.44102 -0.46694 0.252
H -0.29560 -1.26694 -0.88259 0.450
H -0.08569 -3.94517 -1.72998 0.245
H -0.75396 3.29559 -0.59123 0.547
H 0.99117 -2.19893 -0.35625 0.458
H -3.71805 -0.15854 -2.78591 0.500
H -0.42730 -2.22122 2.02570 0.496
H 3.28628 1.76249 0.65422 0.243
H -0.38405 0.21286 2.68334 0.259
H 0.57054 1.31386 -0.06837 0.490
H 1.05416 -1.96591 2.12225 0.479
H -1.12003 -0.27489 -0.13774 0.460
H -2.59789 3.23450 -2.15965 0.481
H -0.15251 1.88130 2.15640 0.215
H -2.84900 -1.67078 2.48480 0.510
H -0.73467 2.82298 0.88619 0.481
H 1.87467 -0.39274 2.09205 0.238
H 2.12100 2.61572 1.17506 0.271
H 3.04196 1.79559 2.61588 0.303
H -2.82567 -0.19147 3.25201 0.521
H 0.73349 1.28557 3.58452 0.279
H 0.70940 -0.21021 -2.68489 0.258
H -2.33022 -0.28365 -2.04412 0.479


We find *i* to be the most stable, with the next structure 64.5 kcal/mol higher.


*i*
23
Properties=species:S:1:pos:R:3:nbo_charge:R:1 method="wB97M-V/def2-TZVPD" smiles="C=CCN1CC=N/C1=C/CO" spin_multiplicity=1 lumo_energy_ha=0.030 homo_lumo_gap_ev=8.56
O 0.56905 1.50381 2.46175 -0.734
N 0.04687 -0.46803 -0.25516 -0.423
N 0.22301 -2.52265 0.67663 -0.389
C -0.50563 0.60147 2.71503 -0.100
C -0.04255 1.80631 -2.82201 -0.389
C 0.40651 1.48470 -1.62316 -0.178
C -0.25473 -0.78260 2.20280 -0.371
C -0.42630 0.86258 -0.53889 -0.257
C -0.03429 -1.17072 0.93273 0.329
C 0.38136 -2.67286 -0.57274 0.115
C 0.24150 -1.39780 -1.34209 -0.284
H -0.61572 -1.42242 -2.03373 0.204
H 1.44523 1.65372 -1.35981 0.203
H -1.37668 1.06319 2.24001 0.177
H -0.20445 -1.57252 2.93505 0.225
H -1.48624 0.84553 -0.84468 0.176
H 1.13692 -1.15993 -1.93111 0.216
H -1.07041 1.63974 -3.11345 0.190
H 1.39523 1.05757 2.69020 0.469
H 0.59548 2.25903 -3.56134 0.201
H -0.69607 0.55573 3.79455 0.174
H -0.32041 1.46739 0.36317 0.249
H 0.59232 -3.63125 -1.01375 0.195


*ii*
23
Properties=species:S:1:pos:R:3:nbo_charge:R:1 method="wB97M-V/def2-TZVPD" spin_multiplicity=1 lumo_energy_ha="0.004 / 0.032" homo_lumo_gap_ev="7.65 / 7.18"
O 0.66934 -1.53145 2.25258 -0.647
N 1.80689 1.09271 -1.01171 -0.614
N 2.13325 -0.06535 -0.31945 -0.441
C -1.55098 -0.23183 -2.19856 -0.269
C -1.33885 0.91296 -1.46606 -0.232
C 0.13578 -0.40224 1.72464 0.406
C 0.17424 0.70372 2.69615 -0.659
C -0.53159 -1.49439 -0.35926 -0.278
C -0.37622 -0.27682 0.41419 -0.145
C -0.74766 0.93040 -0.23461 -0.200
C -1.13689 -1.45688 -1.65042 -0.190
H 1.13167 0.59017 3.28401 0.234
H -0.70179 0.56558 3.41104 0.224
H 1.83413 -0.86015 -0.88119 0.307
H -1.34261 -2.28266 -2.28006 0.212
H 0.08912 1.58311 2.21730 0.214
H -1.98264 -0.11537 -3.17685 0.213
H -0.62623 -2.39832 0.17356 0.200
H 1.17016 1.08475 -1.74066 0.376
H 0.78548 -2.11998 1.56862 0.477
H -1.47462 1.90503 -1.82240 0.207
H -0.57251 1.95981 0.17072 0.214
H 2.45252 1.90721 -0.77158 0.388


We find *i* to be the most stable, with the next structure 58.8 kcal/mol higher.